Here is an isolated molecule of C9H15N3O2 in a non-equilibrium geometry from the OMol25 dataset. Energies are from wB97M-V/def2-TZVPD.

XYZ file:
```
29
Properties=species:S:1:pos:R:3:nbo_charge:R:1
O 2.730 0.551 -1.079 -0.69
O 0.176 2.948 -0.263 -0.35
N 3.275 -1.255 0.123 -0.84
N 0.378 1.670 -0.889 -0.37
N 1.131 -0.447 0.257 -0.46
C -0.295 1.335 1.273 -0.34
C 2.351 -0.317 -0.284 0.79
C -0.202 2.676 1.067 0.14
C -1.167 -0.135 -0.545 -0.12
C -0.897 -1.321 -1.462 -0.59
C -2.443 -0.294 0.233 -0.42
C 0.009 0.579 -0.062 0.28
C 0.945 -1.234 1.482 -0.40
C -2.342 0.681 -0.940 -0.39
H 1.127 -0.705 2.496 0.20
H -2.667 0.159 1.153 0.22
H -3.128 -1.121 0.062 0.22
H -0.744 -2.277 -0.921 0.20
H -2.304 1.724 -0.728 0.22
H 3.019 -2.206 0.413 0.38
H -0.048 -1.482 1.653 0.21
H 3.967 -1.195 -0.579 0.40
H -0.480 3.557 1.610 0.22
H 1.235 1.816 -1.418 0.44
H -0.010 -1.265 -1.989 0.22
H -2.683 0.484 -2.028 0.22
H 1.572 -2.191 1.365 0.20
H -1.712 -1.644 -2.135 0.22
H -0.792 0.907 2.137 0.23
```

Properties
Kohn-Sham gap, eV: 8.83